[1]
# C4H3Cl2N

2 unconnected molecules or ions with the total composition C4H3Cl2N at a distorted geometry (wB97M-V/def2-TZVPD, the OMol25 dataset).

```
! RIJCOSX wB97M-V def2-TZVPD def2/J DEFGRID3
* xyz 0 1
Cl 0.4165 -3.5566 -0.9458
C 0.2919 -2.5365 0.3331
C 0.3874 -1.8481 1.2897
Cl 0.5936 -0.7319 2.4611
C 0.1292 1.8333 -0.5509
C -0.9240 0.7796 -0.5138
N -1.7577 0.0310 -0.4640
H 0.5778 1.7602 -1.5154
H 0.6428 1.5631 0.3065
H -0.3574 2.7059 -0.4004
*
```

Properties
HOMO-LUMO gap = 10.30 eV
Structure (SMILES) = ClC#CCl.CC#N
HOMO = -9.703 eV
Total energy = -30728.197 eV
Energy relative to the best compared isomer or geometry (same formula, charge and spin) = 310.5 kJ/mol

***

[2]
# C4H3Cl2N5O3ScV

A molecular structure, C4H3Cl2N5O3ScV at a distorted geometry (wB97M-V/def2-TZVPD, the OMol25 dataset).

```
! RIJCOSX wB97M-V def2-TZVPD def2/J DEFGRID3
* xyz 4 3
V 0.1652 0.6538 -6.2088
Sc 0.2225 0.7857 -1.0444
Cl -0.2197 1.2490 -3.9907
Cl 1.7593 -0.1478 -2.3667
C -0.3291 -0.5839 0.6468
C -0.1753 1.3740 -7.9065
C 0.6371 -0.8366 -7.2052
O -0.5113 -1.0980 1.6707
O -0.3445 1.7405 -9.0134
O 0.8431 -1.6391 -8.0411
N 1.8327 2.0295 3.3676
N 0.8772 2.2381 2.3691
N 0.1701 3.4127 2.3641
C -0.3399 3.4159 1.1353
N 0.1082 2.3759 0.3857
N 0.9423 1.6291 1.1973
H 1.9385 1.0495 3.5449
H 1.6281 2.5796 4.2068
H -1.0631 4.1234 0.7420
*
```

Properties
HOMO-LUMO gap (alpha / beta) = 2.02 / 2.56 eV
HOMO (alpha / beta) = -21.998 / -21.998 eV
Total energy = -89169.671 eV
Energy relative to the best compared isomer or geometry (same formula, charge and spin) = 278.3 kJ/mol

***

[3]
# C4H3Cl2NO4S3

A molecular structure, C4H3Cl2NO4S3 at a distorted geometry (wB97M-V/def2-TZVPD, the OMol25 dataset).

```
! RIJCOSX wB97M-V def2-TZVPD def2/J DEFGRID3
* xyz 0 1
C 1.2456 0.4686 -0.9494
C 2.2965 1.2781 -0.5983
C 1.7398 -0.5658 1.0670
C 0.9273 -0.5520 -0.0127
N -1.6162 1.4335 -0.4543
O -0.2508 -2.9388 0.3735
O -0.5096 -1.7563 -1.8359
O -3.3630 -1.0034 0.2635
O -1.5796 -0.6237 1.9049
S 2.8538 0.7569 0.9786
S -0.2856 -1.7223 -0.3981
S -1.9861 -0.6311 0.5243
Cl -3.0984 1.7832 -1.1678
Cl -1.2483 2.3480 0.9195
H 0.5015 0.4232 -1.7865
H 2.8619 2.1759 -0.9107
H 1.5113 -0.8741 2.0824
*
```

Properties
HOMO-LUMO gap (alpha / beta) = 7.40 / 7.40 eV
HOMO (alpha / beta) = -9.430 / -9.423 eV
Total energy = -71421.055 eV
Energy relative to the best compared isomer or geometry (same formula, charge and spin) = 118.5 kJ/mol

***

[4]
# C4H3ClF2

A single C4H3ClF2 molecule at a distorted geometry (wB97M-V/def2-TZVPD, the OMol25 dataset).

```
! RIJCOSX wB97M-V def2-TZVPD def2/J DEFGRID3
* xyz 0 1
F 1.9519 -2.1374 -0.7487
C 1.4576 -0.9647 -0.4581
C 1.9376 0.1154 0.2453
F 3.1491 0.5160 0.5674
C 0.6143 0.7891 0.2609
Cl 0.7542 2.4352 -0.5236
C 0.0027 -0.4135 -0.4303
H 0.0857 1.1176 1.2355
H -0.5743 -0.4176 -1.3446
H -0.4401 -1.1203 0.3102
*
```

Properties
HOMO-LUMO gap = 10.25 eV
Structure (SMILES) = FC1=C(F)[C@@H](Cl)C1
HOMO = -9.454 eV
Total energy = -22151.709 eV
Energy relative to the best compared isomer or geometry (same formula, charge and spin) = 80.1 kJ/mol

***

[5]
# C4H3ClFN

A single C4H3ClFN molecule at a distorted geometry (wB97M-V/def2-TZVPD, the OMol25 dataset).

```
! RIJCOSX wB97M-V def2-TZVPD def2/J DEFGRID3
* xyz 0 1
N 2.9071 -0.5614 -0.5398
C 1.8314 -0.6082 -0.1266
C 0.4764 -0.6581 0.4089
C -0.2435 0.6062 -0.0608
Cl 0.6255 2.1116 -0.0508
C -1.5627 0.5642 -0.3453
F -2.2197 -0.6102 -0.2494
H -0.0752 -1.5843 0.0511
H 0.5096 -0.6664 1.5008
H -2.2488 1.4066 -0.5880
*
```

Properties
HOMO-LUMO gap = 10.62 eV
Structure (SMILES) = N#CC/C(Cl)=C\F
HOMO = -9.974 eV
Total energy = -20925.301 eV
Energy relative to the best compared isomer or geometry (same formula, charge and spin) = 83.9 kJ/mol

***

[6]
# C4H3ClN2O2

A single C4H3ClN2O2 molecule at a distorted geometry (wB97M-V/def2-TZVPD, the OMol25 dataset).

```
! RIJCOSX wB97M-V def2-TZVPD def2/J DEFGRID3
* xyz 0 1
C -1.3181 0.6975 0.9098
C 0.8815 -0.0036 -0.5208
C 0.0148 1.1095 1.3946
C 0.4938 -1.4327 -0.4988
N 0.8819 0.4452 0.7036
N -1.7500 0.6451 -0.2077
O -2.2614 0.9210 -1.2153
O 1.2888 0.5377 -1.4205
Cl 0.7567 2.1237 2.3509
H 0.8017 -1.8863 0.4644
H 0.7989 -1.8142 -1.4483
H -0.5887 -1.3430 -0.5121
*
```

Properties
HOMO-LUMO gap = 8.86 eV
HOMO = -9.677 eV
Total energy = -23787.814 eV
Energy relative to the best compared isomer or geometry (same formula, charge and spin) = 432.2 kJ/mol